# 1
The following is a DFT calculation (ωB97M-V/def2-TZVPD) of a 2-piece molecular cluster, C5H14NO overall at a distorted geometry.

The geometry in XYZ format:
```
21
Properties=species:S:1:pos:R:3:forces:R:3:nbo_charge:R:1
C -0.5440 -0.8480 0.0803 -2.0 -0.4 1.4 -0.23
O -1.7803 -0.5228 -0.6938 1.5 0.1 -1.3 -0.63
C 0.7369 -0.8624 -0.6324 -1.5 3.6 -5.6 0.40
C 1.2148 0.5588 -0.9365 0.9 0.5 1.7 -0.57
C 2.7474 0.7870 -0.2910 0.3 -1.0 -1.8 -0.32
C 2.9612 0.0980 1.0830 0.4 -1.3 -1.2 -0.60
N -5.0077 -0.0540 0.6101 -1.8 -0.7 -0.3 -1.11
H -0.5374 0.0008 0.7662 0.2 -0.5 0.4 0.23
H -0.8490 -1.7938 0.5118 0.5 -0.1 0.5 0.25
H -1.7636 -0.5557 -1.6863 0.4 -0.2 1.2 0.50
H 0.9148 -1.6310 -1.4743 0.5 0.5 2.0 0.26
H 0.6450 1.3360 -0.3233 0.2 -1.5 -0.7 0.25
H 1.2171 0.9659 -2.0217 0.3 -1.5 1.4 0.33
H 2.8090 1.8232 -0.1808 0.0 1.7 0.0 0.23
H 3.4591 0.5467 -1.1253 -0.5 -0.2 1.1 0.23
H 3.8890 -0.5537 1.1460 -1.2 0.8 -0.3 0.26
H 2.0615 -0.5096 1.0915 0.1 -0.8 1.1 0.16
H 2.9492 0.7410 1.9486 -0.1 0.4 0.0 0.25
H -5.7239 0.4446 0.0625 0.8 -0.4 0.7 0.38
H -5.3029 -0.2774 1.5632 0.3 0.5 -0.7 0.38
H -4.0964 0.3064 0.5024 0.7 0.6 0.2 0.36
```
Forces are in eV/Å.

The calculation puts the relative energy (zero: lowest compared OMol25 entry of this formula, charge and spin) at 146.2 kcal/mol. The HOMO-LUMO gap is 3.6 eV. The calculation puts the maximum force at 6.81 eV/Å. The total charge is +1. The LUMO energy is -8.23 eV. As for the highest occupied orbital energy: -11.8 eV. The value obtained for the molar mass is 104.17 g mol⁻¹.

# 2
The following is a DFT calculation (ωB97M-V/def2-TZVPD) of an isolated molecule of C2H3NO2S at a distorted geometry.

The geometry in XYZ format:
```
9
Properties=species:S:1:pos:R:3:forces:R:3:nbo_charge:R:1
H 1.4327 -0.5589 2.4482 -0.2 0.8 0.5 0.35
N 1.4504 -0.2579 1.4816 0.1 -1.1 0.7 -0.61
C 0.3331 0.0196 0.9426 2.0 -0.2 -1.6 0.04
C 0.4035 -0.1901 -0.4598 -3.2 1.1 -1.5 -0.52
S -1.0518 0.4144 -1.3312 2.2 -2.0 0.4 1.96
O -0.9918 0.2464 -2.7538 0.1 0.3 0.1 -0.85
O -2.3513 0.4367 -0.6970 1.1 0.3 0.3 -0.84
H -0.5955 0.3835 1.2387 -1.7 0.2 1.8 0.18
H 1.3708 -0.4938 -0.8693 -0.6 0.6 -0.7 0.28
```
Forces are in eV/Å.

The calculation puts the relative energy (zero: lowest compared OMol25 entry of this formula, charge and spin) at 101.9 kcal/mol. The HOMO-LUMO gap (alpha / beta) is 7.6 / 7.7 eV. The calculation puts the maximum force at 3.66 eV/Å. The LUMO energy (alpha / beta) is -1.80 / -1.79 eV. As for the highest occupied orbital energy (alpha / beta): -9.4 / -9.4 eV. The value obtained for the molar mass is 105.12 g mol⁻¹.

# 3
The following is a DFT calculation (ωB97M-V/def2-TZVPD) of a 2-piece molecular cluster, CN4S overall at a distorted geometry.

The geometry in XYZ format:
```
6
Properties=species:S:1:pos:R:3:forces:R:3:nbo_charge:R:1
C -0.2233 2.1150 0.0204 0.3 3.8 -1.2 0.10
N 0.5404 -0.5582 -0.1725 0.8 -3.0 -0.4 -0.50
N 0.4758 -1.7537 -0.0951 -1.5 2.3 0.8 0.14
N 0.4659 2.9266 -0.4891 1.1 -1.9 0.1 -0.56
N 0.2083 -2.8909 0.1067 0.9 0.2 -0.5 -0.63
S -1.7389 2.0383 0.6799 -1.6 -1.4 1.1 -0.56
```
Forces are in eV/Å.

The calculation puts the relative energy (zero: lowest compared OMol25 entry of this formula, charge and spin) at 30.5 kcal/mol. The HOMO-LUMO gap is 5.5 eV. The calculation puts the maximum force at 3.97 eV/Å. The total charge is -2. The LUMO energy is 6.23 eV. As for the highest occupied orbital energy: 0.7 eV. The value obtained for the molar mass is 100.11 g mol⁻¹.

# 4
The following is a DFT calculation (ωB97M-V/def2-TZVPD) of a 13-piece molecular cluster, C16H58N18O13 overall at a distorted geometry.

The geometry in XYZ format:
```
105
Properties=species:S:1:pos:R:3:forces:R:3:lowdin_charge:R:1
C 3.6991 1.7591 4.0345 -1.9 -2.1 0.9 -0.06
C 3.3661 0.7781 2.9605 1.5 -0.9 0.4 -0.36
O 3.1461 1.3941 1.7465 -0.8 1.3 -0.5 -0.10
H 3.9991 1.1351 4.8775 -0.4 0.2 0.5 0.09
H 2.7561 2.2361 4.1825 -0.3 1.1 0.9 0.06
H 4.5041 2.3881 3.8775 1.4 1.4 -0.9 0.05
H 2.5571 0.0901 3.1955 -0.4 0.3 0.5 0.09
H 4.2211 0.1211 2.9185 0.5 -0.6 -0.5 0.09
H 3.5211 0.8101 1.0805 -0.1 0.2 -0.4 -0.01
C -3.7479 -2.9179 3.3575 1.9 0.4 2.5 -0.08
C -2.5949 -3.6589 2.6735 0.9 -2.0 0.2 -0.25
O -1.8689 -2.8439 1.7365 -0.4 0.4 0.2 -0.18
H -3.5189 -1.8709 3.5755 0.4 0.1 -0.5 0.07
H -3.8759 -3.2269 4.4165 0.2 -0.6 -0.6 0.09
H -4.7079 -2.9319 2.9685 -1.6 -0.4 -1.5 0.04
H -2.9339 -4.5219 2.0395 -0.3 0.5 1.0 0.11
H -1.8399 -4.1239 3.4295 -1.3 1.0 -1.0 0.15
H -0.9199 -3.0589 1.7285 -0.2 -0.2 -0.2 0.04
C -0.5489 1.8821 4.3135 1.7 1.0 -0.2 -0.08
C -0.7889 1.3451 2.9435 -0.2 -3.6 0.0 -0.37
O -1.3569 2.2611 2.0815 -0.1 1.1 1.4 -0.08
H -1.4799 2.0801 4.7425 -1.5 1.2 0.7 0.06
H 0.1621 2.7341 4.3395 -0.7 -0.1 -0.1 0.08
H -0.1399 1.1741 5.0035 0.5 -1.0 0.0 0.07
H -1.5089 0.4791 3.1375 0.4 0.6 -0.3 0.10
H 0.0911 0.7281 2.5695 -0.4 1.3 -0.1 0.11
H -1.4459 1.9471 1.1815 0.2 -0.5 -0.8 0.02
C 3.9311 -1.4239 0.5075 4.3 -3.6 4.5 -0.60
O 4.2551 -2.1689 1.6005 -1.5 4.3 -4.2 -0.08
N 3.2861 -1.9759 -0.4405 -3.0 -4.0 -0.8 0.14
N 4.4371 -0.2259 0.1205 3.2 2.5 1.5 0.14
H 3.0381 -2.9599 -0.2825 0.1 0.9 -0.4 0.15
H 3.1751 -1.5889 -1.3555 0.4 0.0 -1.4 0.02
H 5.3141 0.0201 0.6365 -1.3 -0.3 -0.5 0.16
H 4.4021 0.3281 -0.7645 -0.6 -1.6 0.7 0.15
C 1.1661 5.0341 1.4915 -4.9 2.3 1.5 -0.57
O 0.1771 5.9771 1.7045 5.3 -4.8 -1.4 -0.12
N 1.0871 3.7201 1.7175 -0.4 -0.8 0.9 0.20
N 2.3271 5.2701 0.8815 2.8 3.2 -1.2 0.09
H 0.1591 3.4101 1.9155 -0.7 -0.5 0.3 0.06
H 1.8081 2.9621 1.5625 -0.9 1.5 -0.1 0.11
H 2.4941 6.2121 0.4915 0.1 -0.8 1.0 0.15
H 3.1081 4.6091 0.8745 -0.7 0.3 0.1 0.14
C -2.4639 2.6961 -3.3325 -0.2 1.7 -6.7 -0.62
O -2.3489 3.1161 -4.7065 0.1 -1.8 6.7 -0.24
N -3.6359 2.6181 -2.7785 -4.3 1.4 -0.2 0.14
N -1.4959 2.2561 -2.5815 4.4 0.1 -0.6 0.15
H -4.3939 3.1391 -3.2745 1.1 -1.0 0.6 0.14
H -3.7629 2.4571 -1.7765 0.4 -0.2 -0.2 0.07
H -0.5569 2.5951 -2.9045 -1.6 -1.0 0.5 0.06
H -1.4629 1.9961 -1.5855 -0.7 0.2 -0.1 0.06
C 0.2501 0.3191 -0.4605 -5.0 4.3 1.5 -0.48
O -0.3959 1.5721 -0.2125 4.1 -6.1 -1.6 -0.14
N -0.3819 -0.8149 -0.5505 -2.5 -1.9 0.6 0.19
N 1.4891 0.0541 -0.7545 3.6 0.4 -0.2 0.14
H -1.3899 -0.8749 -0.4115 0.7 0.1 0.1 0.05
H 0.1151 -1.7179 -0.7755 -0.5 1.2 0.3 0.06
H 2.0511 0.8471 -0.7735 1.5 2.2 0.0 0.02
H 2.0251 -0.7999 -0.4835 -1.8 0.7 -0.1 0.08
C -0.3889 -3.1259 -2.6175 5.5 0.7 4.2 -0.58
O 0.5171 -3.1089 -1.5385 -4.8 -0.8 -5.2 -0.12
N -0.3879 -2.2419 -3.5675 1.5 3.1 -4.6 0.16
N -1.3359 -3.9919 -2.8335 -1.7 -6.0 2.4 0.12
H 0.3011 -1.4559 -3.5545 -0.6 -1.0 0.3 0.06
H -0.5719 -2.5099 -4.6085 0.0 0.4 2.9 0.18
H -1.2469 -4.8709 -2.2095 -0.4 1.8 -1.7 0.19
H -1.8389 -4.1169 -3.7195 0.6 0.3 0.7 0.14
C 1.6591 3.3471 -1.8355 5.9 -2.5 5.6 -0.62
O 2.5521 2.5301 -1.1635 -3.6 3.3 -2.9 -0.12
N 1.4261 4.5691 -1.5175 0.6 3.6 4.5 0.19
N 1.1461 3.0871 -2.9605 -0.8 -3.1 -4.4 0.15
H 1.7641 4.8631 -0.5315 -0.5 -0.6 -2.0 0.06
H 0.5721 5.0321 -1.7505 -0.5 0.0 -0.5 0.13
H 1.5441 2.2121 -3.2765 -0.4 0.3 -1.1 0.10
H 0.8801 3.9021 -3.4995 0.1 -0.8 -0.7 0.15
C -3.2779 0.0941 0.1595 -0.4 8.2 -3.5 -0.54
O -3.2919 1.4961 -0.1465 0.0 -7.0 1.7 -0.15
N -3.4369 -0.3769 1.3415 -0.2 -0.1 3.5 0.21
N -3.0929 -0.8209 -0.7685 0.0 -0.1 -3.7 0.13
H -3.3919 0.3621 2.0605 -0.2 -1.0 -0.3 0.14
H -3.2269 -1.3749 1.5435 0.0 1.4 0.0 0.09
H -2.8499 -0.6019 -1.7645 -0.7 0.4 1.7 0.16
H -3.3259 -1.8009 -0.6235 0.2 0.8 0.2 0.03
C -4.3739 -3.6769 -0.7155 -7.9 -4.8 4.9 -0.64
O -5.0899 -4.0929 0.3785 3.1 2.3 -5.1 -0.09
N -3.1679 -3.3719 -0.6635 6.1 0.5 1.9 0.14
N -4.8699 -3.7259 -1.9475 -1.0 0.0 -1.7 0.17
H -2.6599 -3.4009 0.2085 0.0 0.1 0.7 0.09
H -2.5479 -3.4599 -1.4255 0.2 0.0 -1.1 0.06
H -5.7409 -4.2479 -1.9885 0.3 0.5 -0.6 0.12
H -4.3089 -3.3969 -2.7645 -1.3 -0.7 1.1 0.13
C 2.6821 -0.5079 -3.8315 3.1 -2.2 5.8 -0.49
O 3.5201 -1.2139 -2.9225 -4.3 3.7 -5.2 -0.13
N 3.0491 -0.0379 -4.9875 4.0 -1.3 -1.1 0.18
N 1.4391 -0.0849 -3.5275 -1.2 -0.3 1.1 0.10
H 2.3471 0.4181 -5.5045 0.0 0.7 -1.2 0.10
H 4.0561 -0.1859 -5.2535 -1.9 0.4 -0.1 0.17
H 1.1761 -0.0699 -2.4905 0.5 0.2 -1.1 0.10
H 0.9301 0.4511 -4.2505 0.2 -0.4 1.1 0.13
C 0.9981 -2.0269 2.3595 -1.7 4.2 2.3 -0.20
O 0.8091 -2.9039 1.3905 -2.5 -2.4 -2.0 -0.09
H 1.2881 -1.0579 1.9365 0.5 0.1 0.2 0.06
H 1.6711 -2.3099 3.1465 0.3 -0.2 0.5 0.10
H -0.0529 -1.7609 2.7335 1.6 -0.4 0.2 0.11
H 1.5941 -3.2819 1.0955 2.0 -1.0 -0.7 0.05
```
Forces are in eV/Å.

The calculation puts the relative energy (zero: lowest compared OMol25 entry of this formula, charge and spin) at 83.6 kcal/mol. The HOMO-LUMO gap is 7.4 eV. The calculation puts the maximum force at 10.46 eV/Å. The LUMO energy is -0.85 eV. As for the highest occupied orbital energy: -8.3 eV. The value obtained for the molar mass is 710.75 g mol⁻¹.

What is the maximum force in the fourth record? 10.46 eV/Å

What is the molar mass in the third record? 100.11 g mol⁻¹

What is the relative energy (zero: lowest compared OMol25 entry of this formula, charge and spin) in the second record? 101.9 kcal/mol